Computed, not measured: a molecular structure, C40H62BBrN6O2P2Rb, with ωB97M-V/def2-TZVPD.

Summary:
ΔE to the lowest compared entry with this formula, charge and spin (kJ/mol): 76.6
Total charge: -1
Orbital gap (eV): 6.00

Cartesian coordinates (Å):
Rb: 0.92740 0.88258 0.32367
C: -2.12964 3.43802 -0.21857
C: -1.61435 3.81074 1.13823
C: -2.15306 4.72994 2.06157
C: -1.30682 4.67141 3.15241
C: -1.37708 5.44085 4.43514
N: -0.34648 3.76597 2.86927
N: -0.52702 3.24157 1.63355
B: 0.88242 3.37096 3.73432
N: 0.84490 1.86485 4.10527
N: 1.30237 0.90089 3.26948
C: 1.13064 -0.25278 3.89529
C: 1.52477 -1.53931 3.23484
C: 0.54765 -0.04590 5.16138
C: 0.38148 1.32202 5.25333
C: -0.23694 2.11954 6.35733
N: 2.19958 3.74987 3.00981
N: 2.59495 3.13929 1.86617
C: 3.73753 3.70362 1.51590
C: 4.47682 3.23288 0.30056
C: 4.09979 4.70743 2.43988
C: 3.08778 4.70116 3.37900
C: 2.93101 5.56334 4.59198
H: -2.79420 4.21353 -0.60185
H: -2.68337 2.49768 -0.19440
H: -1.30739 3.30899 -0.92439
H: -3.03136 5.34905 1.95141
H: -2.26360 6.07469 4.42148
H: -0.50117 6.07794 4.57548
H: -1.43864 4.78163 5.30298
H: 0.82020 4.00785 4.75548
H: 1.05307 -1.62503 2.25464
H: 1.21417 -2.39174 3.83961
H: 2.60483 -1.59155 3.08582
H: 0.27985 -0.78551 5.90121
H: -0.47721 1.45578 7.18808
H: -1.16197 2.60164 6.02988
H: 0.43025 2.90402 6.71960
H: 3.78057 2.96763 -0.49847
H: 5.07212 2.34260 0.52250
H: 5.15869 4.00582 -0.06069
H: 4.97045 5.34638 2.42720
H: 3.79473 6.22312 4.67440
H: 2.85986 4.96926 5.50499
H: 2.03141 6.18154 4.53605
C: -3.71554 -4.01638 -4.70303
C: -4.60720 -3.53775 -3.54608
C: -5.37287 -4.74767 -3.00846
C: -5.63038 -2.53209 -4.09417
C: -3.74362 -2.88071 -2.46844
C: -2.99284 -1.74437 -2.77019
C: -2.17585 -1.19589 -1.81152
Br: -1.10425 0.31617 -2.29004
C: -1.96549 -1.69877 -0.48344
O: -1.08987 -1.19581 0.28746
C: -2.80555 -2.82442 -0.17489
C: -3.62194 -3.36741 -1.16667
C: -2.82766 -3.51477 1.20588
C: -4.27355 -3.54814 1.73290
C: -1.97766 -2.83594 2.28858
C: -2.31769 -4.95794 1.06163
H: -4.31905 -4.45608 -5.50504
H: -3.00945 -4.77168 -4.34762
H: -3.13819 -3.18988 -5.12338
H: -5.95527 -5.19925 -3.81660
H: -6.06466 -4.46139 -2.21124
H: -4.69347 -5.50902 -2.61731
H: -6.25282 -2.99497 -4.86784
H: -5.13688 -1.66158 -4.53256
H: -6.28085 -2.17754 -3.29071
H: -3.03021 -1.28748 -3.75374
H: -4.21320 -4.23547 -0.89634
H: -4.65458 -2.53059 1.85393
H: -4.30465 -4.04561 2.70839
H: -4.94753 -4.08340 1.05955
H: -2.24351 -1.78821 2.42037
H: -0.91711 -2.86611 2.04987
H: -2.14198 -3.36534 3.23511
H: -2.92966 -5.53877 0.36534
H: -2.33317 -5.46422 2.03346
H: -1.28897 -4.95889 0.69003
C: 3.80556 2.66859 -4.08546
P: 2.23009 2.02171 -3.49971
C: 1.77875 0.72672 -4.66120
C: 1.02987 3.33477 -3.77129
O: 2.29335 1.57595 -2.07797
H: 3.72442 3.06345 -5.09995
H: 4.54044 1.86263 -4.06372
H: 4.13176 3.45651 -3.40557
H: 1.98405 1.03654 -5.68916
H: 0.71708 0.50093 -4.54526
H: 2.34319 -0.17392 -4.41646
H: 0.96454 3.59650 -4.82896
H: 1.30646 4.21089 -3.18531
H: 0.05960 2.97229 -3.42507
C: 4.27593 -3.18209 0.05081
P: 3.28772 -1.65179 -0.25915
C: 4.63192 -0.58478 -0.93010
C: 2.42378 -2.21184 -1.78581
C: 3.06446 -2.44115 -3.00476
C: 2.35692 -2.92889 -4.09507
C: 0.99362 -3.19021 -3.98219
C: 0.34223 -2.95842 -2.77934
C: 1.05454 -2.46769 -1.68762
H: 4.80390 -3.48835 -0.85390
H: 3.61529 -3.98880 0.36999
H: 5.00024 -2.99434 0.84714
H: 5.32693 -1.13128 -1.57219
H: 5.18910 -0.17230 -0.08651
H: 4.18100 0.24670 -1.47516
H: 4.12562 -2.24158 -3.10882
H: 2.86684 -3.10204 -5.03658
H: 0.43999 -3.56360 -4.83568
H: -0.72608 -3.13050 -2.68868
H: 0.52513 -2.23754 -0.76530

Forces on the atoms, in the same order (eV/Å):
Rb -0.1 0.2 0.5
C 0.0 0.0 0.1
C -0.1 0.1 0.1
C 0.0 0.0 -0.1
C 0.0 0.0 0.0
C 0.0 0.0 -0.1
N 0.2 0.0 0.0
N -0.2 0.0 0.0
B 0.0 0.0 -0.1
N 0.1 0.2 -0.1
N -0.1 -0.1 0.2
C -0.1 0.0 0.1
C 0.0 0.1 0.1
C 0.1 -0.1 0.0
C 0.0 0.0 -0.1
C 0.0 0.0 0.0
N -0.1 -0.2 0.1
N 0.1 0.2 -0.1
C 0.0 0.1 0.1
C 0.0 0.0 0.0
C 0.0 0.0 -0.1
C 0.0 -0.1 -0.1
C 0.0 0.0 0.0
H 0.0 0.0 0.0
H 0.0 0.0 0.0
H 0.0 0.0 0.0
H 0.0 0.0 0.0
H 0.0 0.0 0.0
H 0.0 0.0 0.0
H 0.0 0.0 0.0
H 0.0 0.0 -0.1
H 0.0 -0.1 0.0
H 0.0 0.0 0.0
H 0.0 0.0 0.0
H 0.0 0.0 0.0
H 0.0 0.0 0.0
H 0.0 0.0 0.0
H 0.0 0.0 0.0
H 0.0 0.0 0.0
H 0.0 0.0 0.0
H 0.0 0.0 0.0
H 0.0 0.0 0.0
H 0.0 0.0 0.0
H 0.0 0.0 0.0
H 0.0 0.0 0.0
C 0.0 0.0 0.0
C 0.0 0.0 0.0
C 0.0 0.0 0.0
C 0.0 0.0 0.0
C 0.1 0.0 0.0
C -0.1 0.0 0.1
C 0.0 0.1 0.1
Br -0.2 0.0 -0.2
C 0.0 0.0 0.0
O 0.0 0.1 -0.1
C 0.0 -0.1 0.0
C 0.0 0.0 0.1
C 0.0 0.0 0.0
C 0.0 0.0 0.0
C 0.0 0.0 0.0
C 0.0 0.0 0.0
H 0.0 0.0 0.0
H 0.0 0.0 0.0
H 0.0 0.0 0.0
H 0.0 0.0 0.0
H 0.0 0.0 0.0
H 0.0 0.0 0.0
H 0.0 0.0 0.0
H 0.0 0.0 0.0
H 0.0 0.0 0.0
H 0.0 0.0 0.0
H 0.1 0.0 0.0
H 0.0 -0.1 0.0
H 0.0 0.0 -0.1
H 0.0 0.0 0.0
H 0.0 0.0 0.0
H 0.0 0.0 0.0
H 0.0 0.0 0.0
H 0.0 0.0 0.0
H 0.0 0.0 0.0
H 0.0 0.0 0.0
C 0.1 0.0 0.0
P -0.1 -0.1 0.2
C 0.0 0.0 0.0
C 0.0 0.0 0.0
O 0.0 0.0 -0.2
H 0.0 0.0 0.0
H 0.0 0.0 0.0
H 0.0 0.0 0.0
H 0.0 0.0 0.0
H 0.1 0.0 0.0
H 0.0 0.0 0.0
H 0.0 0.0 0.0
H 0.0 0.0 0.0
H 0.0 0.0 0.0
C 0.0 0.1 0.1
P 0.1 -0.1 -0.2
C 0.0 0.0 0.0
C -0.1 0.0 0.0
C 0.0 -0.1 0.0
C 0.0 0.0 0.0
C 0.0 0.0 0.1
C 0.0 -0.1 -0.1
C 0.1 0.1 0.0
H 0.0 0.0 0.0
H 0.0 0.0 0.0
H 0.0 0.0 0.0
H 0.0 0.0 0.0
H 0.0 0.0 0.0
H 0.0 0.0 0.0
H 0.0 0.0 0.0
H 0.0 0.0 0.0
H 0.0 0.0 0.0
H 0.1 0.0 0.0
H 0.0 -0.1 0.0